Computed, not measured: a cluster of 2 separate species, C2H5NO3 in total at a distorted geometry, with ωB97M-V/def2-TZVPD.

Atoms and positions in Å:
O 1.5088 -0.8686 0.3149
C 0.3076 -0.9972 0.6397
N -0.8588 -0.7351 -0.0791
C -1.0966 -0.2106 -1.3504
O -0.2910 0.0411 -2.2657
H -0.0411 -1.4020 1.6051
H -1.7630 -0.8981 0.4058
H -2.2045 -0.0101 -1.5134
O 1.1482 1.6727 0.9828
H 1.4904 2.4359 0.4372
H 1.8001 0.9720 0.8233

Properties
- Maximum force: 4.1 eV/Å
- Energy: -359.6717 a.u.
- Structure (SMILES): O=CNC=O.O
- Highest occupied orbital energy: -0.3813 Ha
- Relative energy (zero: lowest compared OMol25 entry of this formula, charge and spin): 23.6 kcal per mole
- LUMO level: 0.2 eV